17
Properties=species:S:1:pos:R:3:forces:R:3:lowdin_charge:R:1 method="wB97M-V/def2-TZVPD" homo_ha=-0.3401 e_lumo_ev=1.1916 smiles=C[C@H]1N[C@H]1[C@H]1CN1 total_charge=0
N -0.3246 0.8991 -1.4519 0.0313 0.2744 0.1245 0.06
N 0.9008 0.5827 1.4629 -0.1502 0.1806 0.0611 0.02
C 0.9286 -0.4511 0.4301 -0.0779 -0.1772 -0.0522 -0.30
C 2.1883 0.1575 0.9101 0.2830 -0.0530 -0.0799 -0.14
C -1.1209 -0.2809 -1.1120 -0.1481 -0.1678 -0.0079 -0.33
C -2.0191 -0.2755 0.1044 0.0093 0.0278 0.0227 -0.06
C 0.3560 -0.2959 -0.9543 0.0959 -0.1818 0.0761 -0.25
H -1.5442 -0.7811 -1.9829 0.0904 0.1147 0.1016 0.13
H 2.7995 -0.4219 1.5971 -0.0129 0.1551 -0.0870 0.10
H 0.6367 1.4881 1.0804 0.0606 -0.1286 -0.0568 0.08
H -2.9492 0.2655 -0.1014 0.1172 -0.0805 0.0035 0.08
H 0.9412 -0.7953 -1.7270 -0.0709 0.0653 0.1539 0.14
H -0.4280 1.6091 -0.7297 0.0299 -0.0986 -0.0067 0.08
H -1.5309 0.1920 0.9660 -0.0809 -0.0625 -0.1463 0.07
H -2.2838 -1.2988 0.3944 0.0264 0.1294 -0.0727 0.08
H 2.7422 0.8419 0.2708 -0.1985 -0.0975 0.0063 0.11
H 0.7075 -1.4355 0.8430 -0.0045 0.1003 -0.0401 0.14

***

17
Properties=species:S:1:pos:R:3:forces:R:3:lowdin_charge:R:1 method="wB97M-V/def2-TZVPD" homo_ha=-0.6810 e_lumo_ev=-8.6525 total_charge=+2
N 2.7424 -0.0737 -0.4496 0.3960 0.4291 1.4389 0.04
N -2.3953 -0.4725 0.2460 1.0051 -1.7557 0.0463 0.14
C -1.5989 -1.2899 0.3363 -0.9229 0.8623 0.2200 0.32
C 1.5362 -0.3456 -0.1779 2.7468 -0.9848 -4.4476 0.20
C -4.3946 0.5843 -0.5774 0.3343 -1.5399 0.4423 0.17
C -3.4126 0.4062 0.2963 -1.4730 4.3352 2.4651 -0.16
C 3.8346 0.4099 0.3534 -1.6429 4.3188 -0.4978 0.04
H -4.4307 -0.1591 -1.3387 -0.6083 0.0955 -1.1411 0.09
H -3.4626 1.1767 1.1753 0.9584 -1.9340 -1.2757 0.19
H 1.1051 -0.8924 -0.9922 -0.9901 -0.1637 -0.0320 0.13
H -0.9069 -2.0679 0.5826 0.0710 -0.2836 -0.1790 0.14
H 4.3042 1.2967 -0.1084 0.0682 -0.7110 -0.7838 0.15
H 3.2435 -0.3553 -1.2439 -0.5950 -1.0982 -2.4084 0.16
H 4.4728 -0.3715 0.3703 2.4024 -2.2935 1.0456 0.09
H 3.4654 0.9390 1.1792 -0.3216 -0.4420 2.1580 0.10
H 1.0899 -0.0538 0.6632 -1.5442 1.1215 3.4326 0.08
H -5.1925 1.2687 -0.3145 0.1160 0.0439 -0.4834 0.11

***

18
Properties=species:S:1:pos:R:3:forces:R:3:lowdin_charge:R:1 method="wB97M-V/def2-TZVPD" homo_ha=-0.3209 e_lumo_ev=0.5286 smiles=CCc1c[nH]cn1.O total_charge=0
O 0.1983 -2.5385 2.1660 -0.0116 -0.0435 0.2437 -0.06
N -2.0158 -0.6045 0.1005 0.2422 -0.0556 -0.1464 0.05
N -1.1330 1.3814 -0.2194 0.3596 0.3518 -0.1534 0.11
C 1.0833 0.7889 -1.2352 0.3247 0.5242 0.5512 -0.20
C -0.8013 -0.8031 -0.5176 -0.1277 -0.3992 0.2954 -0.09
C 1.9772 1.4552 -0.1498 -1.0825 0.6243 -0.9067 -0.10
C -0.2607 0.4301 -0.7055 -0.0265 -0.1328 0.1153 -0.33
C -2.1543 0.7347 0.2529 -0.4726 -0.1703 0.3349 -0.20
H 1.5661 -0.0911 -1.6591 -0.0003 0.0512 -0.1462 0.10
H 0.9732 1.5628 -1.9948 -0.1211 -0.2555 -0.3307 0.11
H -3.0069 1.1662 0.7589 0.0430 0.0203 -0.1720 0.12
H 0.7314 -2.2632 1.4148 -0.1195 -0.0052 -0.0610 0.02
H 1.3455 2.2289 0.3027 0.0916 -0.3436 0.3886 0.07
H -0.4359 -1.8059 -0.6488 0.1195 0.0316 -0.3393 0.11
H 2.3382 0.7473 0.5920 0.2632 0.1957 -0.0214 0.07
H 2.7235 2.0576 -0.6765 0.5301 -0.5777 0.3629 0.07
H -0.4977 -3.1071 1.8235 0.1436 0.0267 -0.0959 0.03
H -2.6310 -1.3398 0.3953 -0.1558 0.1577 0.0809 0.14

***

18
Properties=species:S:1:pos:R:3:forces:R:3:lowdin_charge:R:1 method="wB97M-V/def2-TZVPD" homo_ha=-0.2910 e_lumo_ev=0.8424 total_charge=0
O -2.0121 1.4634 -0.8339 0.1009 -0.0344 0.2678 0.09
N 0.2627 1.6934 -0.2326 -1.3599 0.4752 -0.2547 0.10
N -0.4150 -0.8556 1.3197 -0.2247 0.0015 -0.0076 0.06
C 2.2776 0.5015 0.6662 -0.0136 -0.2214 0.1598 -0.08
C -0.8461 1.0101 -0.3260 0.8170 1.0535 -0.3221 -0.41
C -1.2698 -1.4355 -0.8805 0.1307 0.0063 0.0268 -0.04
C 1.1487 0.6062 -0.3026 -1.3516 -1.7009 0.1621 -0.24
C -0.6010 -0.3934 -0.0227 1.7036 -0.0044 -0.0155 -0.34
H -1.2756 -1.2531 1.6858 0.0537 0.0978 0.0982 0.08
H 2.2289 1.2998 1.4083 -0.0091 0.0369 -0.0855 0.08
H 3.2479 0.5238 0.1666 -0.0122 0.0128 0.0311 0.07
H -2.2677 -1.6813 -0.4968 0.0383 0.0565 0.0239 0.08
H 2.2064 -0.4517 1.2054 0.0141 0.0148 -0.0420 0.07
H -1.8560 2.3348 -1.2233 0.0456 -0.0265 0.0857 0.12
H -1.3911 -1.0859 -1.9043 0.0220 -0.0376 -0.0245 0.08
H 1.3271 0.2007 -1.2930 0.1278 0.2613 -0.0962 0.12
H -0.6808 -2.3533 -0.8721 -0.0126 0.0355 -0.0328 0.08
H -0.0840 -0.1239 1.9358 -0.0699 -0.0269 0.0255 0.08

***

18
Properties=species:S:1:pos:R:3:forces:R:3:lowdin_charge:R:1 method="wB97M-V/def2-TZVPD" homo_ha=-0.2762 e_lumo_ev=0.8894 total_charge=0
O 1.6880 1.2046 0.9514 -0.7316 0.0874 2.5076 -0.11
N -0.8233 0.8760 -0.3658 -1.8341 -1.4939 -0.9508 -0.12
N -0.8300 0.1372 0.6923 0.7500 0.2095 0.8504 -0.11
C -1.7337 0.9738 -1.3516 1.8508 0.7836 0.4358 0.01
C -1.9919 -0.6419 0.9501 -0.6621 0.1702 -0.6031 -0.16
C 1.4792 -1.5314 -1.1439 -0.2284 -1.1639 -0.5709 0.10
C 2.5909 0.2589 0.5081 -0.7522 -3.0774 0.1537 -0.29
C 1.8726 -0.7188 -0.3700 1.1963 0.6368 0.4575 -0.14
H 3.3061 0.7239 -0.1354 0.9202 0.3433 0.1264 0.11
H 3.0195 -0.4354 1.3485 -0.1846 1.7316 -1.3161 0.16
H -2.5846 0.3633 -1.4520 -0.7480 -0.6524 0.5991 0.02
H 0.1014 1.2811 -0.4639 -0.0778 0.6223 -0.0739 0.12
H 1.1845 0.7353 1.6901 0.2817 1.2130 -1.6469 0.12
H 1.2078 -2.3827 -1.7259 -0.1995 0.2673 -0.0868 0.03
H -1.5065 1.6102 -2.1919 0.3033 0.1125 0.1809 0.05
H -2.1972 -1.4018 0.1345 0.2588 0.3679 0.8498 0.09
H -2.8756 0.0186 0.9573 -0.1883 -0.0712 -0.0496 0.07
H -1.9071 -1.0709 1.9682 0.0456 -0.0865 -0.8630 0.08

***

18
Properties=species:S:1:pos:R:3:forces:R:3:lowdin_charge:R:1 method="wB97M-V/def2-TZVPD" homo_ha=-0.3368 e_lumo_ev=0.4858 total_charge=0
O 1.1078 1.5338 0.0208 -1.1963 0.1230 2.4669 -0.06
N 1.0164 -0.7427 1.8350 -0.4083 -2.8332 -2.6215 0.06
N -0.9291 -1.2394 -1.5384 2.3565 -3.2723 0.8083 -0.02
C -0.2156 -0.2110 -0.6172 -4.8798 -0.5887 -2.3740 -0.52
C -0.0109 -0.3119 0.8422 -2.6939 -0.8720 6.2325 -0.36
C -0.1127 1.2208 0.8049 -1.6100 0.4488 2.1515 -0.23
C 1.0135 0.4758 -0.8873 1.8471 2.6424 -5.4297 -0.24
C -1.1900 1.0115 -0.2200 -1.0919 -1.3267 -0.4066 -0.06
H -1.4681 -2.1048 -0.7453 2.6946 3.1363 -3.3289 0.17
H -1.4331 1.8099 -0.9088 0.2484 -0.0010 -0.4131 0.11
H -0.9946 -0.7527 1.3059 1.5280 0.8497 -0.8452 0.17
H 1.2363 -1.7828 1.5968 0.0369 2.4002 0.7869 0.12
H -0.4833 1.8034 1.7673 1.9782 -0.7899 -2.0060 0.19
H 1.2012 1.0416 -1.8904 -0.6312 -1.6350 1.1169 0.17
H -0.0603 -1.8380 -2.4388 -3.1976 1.9374 4.0532 0.20
H -2.1519 0.5833 0.2240 1.3676 0.7282 -0.5242 0.14
H 1.8150 -0.1633 1.6532 0.9000 -0.0753 -0.0016 0.05
H 1.6594 -0.3335 -0.8039 2.7517 -0.8721 0.3345 0.10

***

18
Properties=species:S:1:pos:R:3:forces:R:3:lowdin_charge:R:1 method="wB97M-V/def2-TZVPD" homo_ha=-0.3482 e_lumo_ev=0.6952 smiles=CCCN(C#N)CO total_charge=0
O -1.0226 2.5591 1.4447 -0.4578 -1.6924 -1.5239 -0.06
N -2.6587 -1.4699 1.2608 -0.8873 -0.8430 0.5790 0.14
N -1.1039 0.2298 0.3199 -1.2903 2.2199 0.2870 -0.08
C -1.9735 -0.6467 0.8558 1.1014 1.4304 -0.8531 -0.35
C -1.4835 1.8074 0.2945 1.8535 -1.2530 -0.5220 -0.12
C 2.2105 -1.1412 -0.9597 0.6654 -0.1353 -1.4034 -0.11
C 0.2962 -0.2504 0.3015 0.0741 2.9895 -1.8305 -0.20
C 0.6816 -1.0274 -0.9378 0.3011 -0.9712 2.3131 -0.22
H 2.8512 -1.6261 -0.2536 -0.8679 -0.6697 1.8188 0.06
H -0.9167 2.1381 -0.6411 -0.9091 -0.0811 1.5360 0.14
H 0.4771 -0.6890 1.2364 0.7016 -0.9421 1.0744 0.11
H -2.5784 1.9577 0.2077 0.6519 -0.7213 -0.1904 0.13
H 0.2276 -0.5817 -1.7880 0.1611 0.7600 -0.9188 0.10
H 2.7893 -0.2173 -1.0320 -0.7023 0.4970 -0.4672 0.08
H 0.1468 -1.9485 -0.8258 0.2242 -1.2117 -0.3243 0.10
H -1.4397 2.0568 2.1541 0.1039 0.3843 0.5253 0.08
H 2.5227 -1.7629 -1.7769 -0.0472 0.0210 -1.1575 0.06
H 0.9740 0.6124 0.1395 -0.6763 0.2186 1.0576 0.13

***

18
Properties=species:S:1:pos:R:3:forces:R:3:lowdin_charge:R:1 method="wB97M-V/def2-TZVPD" homo_ha=-0.3208 e_lumo_ev=0.7682 total_charge=0
O -1.0766 1.8186 -0.2553 -0.3076 -0.2531 0.1010 -0.14
N 1.3863 -0.6165 -0.6406 -0.1758 0.0649 0.1446 -0.01
N 1.1189 0.9508 1.0756 -0.1264 -0.1448 -0.1033 0.14
C -1.5416 -2.1018 1.2390 0.1086 0.2624 -0.0981 -0.07
C -1.9473 0.9949 0.0348 0.1884 0.3112 -0.1150 -0.23
C 1.1228 -0.3120 0.6307 0.2107 0.1897 -0.1979 -0.27
C -1.1001 -1.0238 0.8596 -0.0529 -0.2673 0.0880 -0.19
C 1.2368 0.3168 -1.7523 -0.0045 -0.0124 0.1239 -0.06
H 0.1901 0.5649 -1.9325 0.0326 -0.0321 0.0059 0.08
H 0.5581 1.6115 0.5257 0.0670 -0.0705 -0.0133 0.07
H 1.2793 -1.0991 1.3495 -0.0824 -0.0082 -0.0089 0.13
H 1.6782 -0.1362 -2.6380 -0.0217 0.0149 0.0514 0.09
H 1.7759 1.2374 -1.5293 -0.0110 -0.0314 0.0107 0.09
H -2.4817 1.0331 0.9927 0.0757 -0.0196 -0.0393 0.07
H -1.9576 -3.0255 1.5700 -0.0043 -0.0188 0.0071 -0.02
H 1.2496 -1.5914 -0.8591 0.0198 0.0518 0.0412 0.14
H -2.4004 0.3517 -0.7302 0.0638 0.0087 0.0419 0.07
H 0.9092 1.0265 2.0597 0.0199 -0.0454 -0.0399 0.12

***

18
Properties=species:S:1:pos:R:3:forces:R:3:lowdin_charge:R:1 method="wB97M-V/def2-TZVPD" homo_ha=-0.2897 e_lumo_ev=0.5495 smiles=N[C@H]1CN[C@H]2C[C@@]21O total_charge=0
O 0.3350 1.5381 -0.4347 0.4704 0.6704 4.3758 0.02
N 1.0327 0.3242 1.9821 3.0695 -2.1425 -1.1839 -0.02
N -1.6211 -0.1690 -0.3496 -3.0759 -1.9868 0.9987 0.00
C 0.7445 -0.1943 -1.8595 0.0608 -3.0292 -3.9845 0.01
C -0.5631 -0.5750 -1.1502 1.0054 -0.3044 -1.8731 -0.28
C 0.4009 -0.4125 0.7795 2.8616 -3.7712 2.9607 -0.40
C 0.6164 0.1916 -0.5322 -0.2917 0.3152 2.1359 -0.53
C -1.1072 -0.4778 1.0217 0.4248 -1.5169 0.3522 -0.16
H 0.7794 -1.5473 0.6542 -0.4459 2.4513 0.6746 0.18
H -1.4580 0.3033 1.7110 0.0033 -0.7085 0.2119 0.11
H 1.0159 -0.3819 2.8706 0.4008 2.3298 -2.8762 0.14
H 2.0986 0.4324 1.5445 -3.1165 -0.4992 2.4215 0.15
H 0.3985 1.5262 0.6592 -0.4420 1.6068 -3.5438 0.16
H -1.2287 -1.6465 1.4036 -0.6204 3.0672 -0.7795 0.17
H -0.2433 -1.5850 -1.1780 -1.5942 -1.5528 1.3480 0.09
H 0.8804 0.5762 -2.5697 0.4243 0.7357 -0.6705 0.10
H 0.9374 -1.2999 -2.1904 1.1661 2.9580 0.1921 0.16
H -2.2913 -0.9611 -0.4114 -0.3001 1.3767 -0.7598 0.12

***

18
Properties=species:S:1:pos:R:3:forces:R:3:lowdin_charge:R:1 method="wB97M-V/def2-TZVPD" homo_ha="-0.3384 / -0.3020" e_lumo_ev="-0.5806 / -0.4638" total_charge=0
O 1.2758 -0.4572 -1.2209 1.0199 1.1364 1.1462 -0.09
N -1.2985 1.0449 -0.3625 -0.2517 0.0140 0.1617 0.04
N 1.8185 0.4038 -0.1980 0.4953 0.2384 -0.6665 0.04
C 0.1707 -0.9135 -0.6676 -1.7495 -1.2556 0.1990 -0.13
C -0.5034 1.9310 -1.1670 0.4342 0.0194 0.0408 -0.14
C 2.0775 -0.2851 1.0620 0.0701 -0.3000 -0.2576 -0.12
C -0.9655 -0.1735 -0.1376 0.3558 -0.1322 -0.3500 -0.38
C -1.9142 -1.0250 0.6784 0.0732 -0.0228 0.1046 -0.05
H -0.1914 1.4909 -2.1222 -0.1317 0.0092 0.0267 0.08
H -2.3018 -1.8671 0.0976 0.0810 0.0511 0.0019 0.08
H 2.1944 -1.3676 0.9308 -0.0755 0.1018 0.0103 0.09
H 1.3356 -0.0942 1.8455 -0.0668 0.0509 -0.1955 0.08
H 0.4334 2.1733 -0.6480 -0.1102 0.0810 -0.0265 0.07
H -1.4109 -1.4342 1.5588 -0.0336 -0.0192 -0.0369 0.07
H -2.7537 -0.4170 1.0072 0.0529 0.0324 -0.0505 0.08
H 0.0660 -1.9978 -0.7216 -0.0559 0.0835 -0.0145 0.13
H 3.0267 0.1379 1.4081 -0.1058 -0.0103 -0.0345 0.08
H -1.0594 2.8504 -1.3431 -0.0018 -0.0779 -0.0586 0.07

***

18
Properties=species:S:1:pos:R:3:forces:R:3:lowdin_charge:R:1 method="wB97M-V/def2-TZVPD" homo_ha=-0.3135 e_lumo_ev=0.7538 smiles="C=C(CO)C/C=N/N" total_charge=0
O 0.0136 1.5686 -0.2451 0.5590 -0.0495 6.6527 -0.15
N 1.7544 -0.1669 0.2768 -1.4203 -2.9485 -0.5374 -0.12
N 2.9821 -0.0737 -0.3731 2.2551 3.1304 -1.1905 -0.07
C -1.3194 1.2764 0.2837 -0.7722 1.9909 -1.0932 -0.30
C 0.8838 -1.1335 0.0180 0.9948 7.0134 5.2244 -0.11
C -1.5205 -0.1087 -0.0660 -2.2673 -4.1200 0.4001 -0.29
C -0.4415 -0.9818 0.7578 -2.1745 -2.0222 -1.8912 -0.12
C -2.5924 -0.7546 -0.6904 -0.1804 1.0589 1.7047 0.04
H 3.4095 0.8003 0.1181 -0.7170 -2.1987 -1.4101 0.10
H -0.9837 -2.0075 0.7625 1.1909 1.4285 0.4619 0.12
H -0.3707 -0.5767 1.7799 0.2807 -0.2038 -0.4464 0.11
H -1.6441 1.4513 1.3696 1.6429 -0.4733 -0.7410 0.15
H -2.9054 -1.8196 -0.4602 1.3585 1.0242 -0.5871 0.06
H 0.5107 1.2883 0.7682 -0.7503 1.2730 -5.0159 0.19
H -1.9960 2.0088 -0.1209 -0.5219 0.0446 -1.0662 0.10
H 0.9925 -1.6977 -0.7581 0.5149 -3.7935 -4.5898 0.05
H -3.5173 -0.2586 -1.1465 1.8358 -0.0347 0.5510 0.07
H 3.1800 0.1611 -1.4963 -1.8287 -1.1197 3.5739 0.16

***

18
Properties=species:S:1:pos:R:3:forces:R:3:lowdin_charge:R:1 method="wB97M-V/def2-TZVPD" homo_ha=-0.3120 e_lumo_ev=0.7151 smiles=Cc1c[nH]cn1.CO total_charge=0
O 3.1253 -1.5171 0.3385 0.0203 0.2927 0.0668 -0.15
N 0.0851 -0.5421 -0.2262 -1.7355 -0.2812 -0.1170 0.05
N -0.9305 1.3746 -0.7353 0.1622 0.2841 0.4390 0.10
C -3.2820 0.8999 0.0067 0.7681 0.3307 -0.3014 -0.05
C -1.2628 -0.6747 0.0927 0.3087 0.0752 0.5198 -0.07
C 2.8073 -0.2295 0.9606 1.5878 -1.7652 -1.0958 -0.12
C -1.8353 0.5313 -0.1474 -1.0076 -0.6239 -0.8061 -0.38
C 0.1869 0.7130 -0.7462 0.9885 -0.3427 -0.3947 -0.23
H 3.7162 -1.9830 0.9360 -0.0402 -0.1166 -0.0587 0.07
H -1.7056 -1.5628 0.5088 0.2164 -0.1136 0.0173 0.11
H -3.8412 0.8743 -0.9265 0.1310 -0.2739 -0.2241 0.07
H -3.7645 0.2372 0.7173 -0.1635 0.2849 0.2542 0.07
H 0.6703 -1.3594 -0.2921 0.6006 0.4398 -0.0735 0.13
H 1.1280 1.0747 -1.1246 -0.0731 0.1316 -0.1109 0.11
H -3.2624 1.9518 0.2721 -0.4850 0.0749 0.5944 0.07
H 2.1163 -0.4964 1.7479 -0.4903 1.1388 0.0612 0.09
H 2.5698 0.3744 0.0999 -1.0552 0.3044 0.4110 0.05
H 3.7360 0.2112 1.2843 0.2668 0.1601 0.8186 0.07

***

19
Properties=species:S:1:pos:R:3:forces:R:3:lowdin_charge:R:1 method="wB97M-V/def2-TZVPD" homo_ha="-0.2742 / -0.2741" e_lumo_ev="-0.2537 / -0.2552" total_charge=0
O -1.9125 0.0189 -1.6959 0.2594 -0.5525 0.4645 0.08
O 0.4639 1.2864 -2.6165 -0.4060 -0.4570 -0.0733 0.03
N -0.3500 -1.5570 -1.6032 -0.4731 0.2419 0.3651 0.19
N 1.2310 1.1682 -0.3943 -0.6480 -0.2041 -0.7259 0.15
C 0.3268 -0.0150 1.3064 -0.4053 -0.6177 0.1578 -0.33
C 1.0803 -1.0642 1.6500 -0.1347 0.3501 -0.0279 -0.02
C -0.0190 1.1205 2.2187 0.1210 0.1272 0.1336 -0.10
C 0.5156 0.8360 -1.3143 0.7586 0.3880 1.0740 -0.50
C -0.7155 -0.3386 -1.1710 0.1020 0.3748 -1.6197 -0.33
H 1.5913 -1.0997 2.6045 -0.0295 0.0157 0.0417 0.05
H 1.2998 -1.8757 0.9672 -0.0594 -0.0293 -0.0466 0.03
H -0.4295 -0.1872 0.4316 0.5605 0.2422 0.3223 0.07
H 0.4986 -1.9535 -1.2319 0.0356 0.0858 -0.0553 0.12
H 0.4030 2.0580 1.8588 0.0854 -0.0559 -0.1052 0.06
H -2.1560 0.8905 -1.3581 0.1169 0.0064 -0.0426 0.14
H -0.0673 0.6855 -3.1645 0.1089 0.1611 0.0856 0.09
H 0.3726 0.9370 3.2227 -0.0554 -0.0149 -0.0480 0.07
H -1.0990 1.2769 2.2944 0.0230 -0.1519 -0.0031 0.07
H -1.0340 -2.1870 -2.0044 0.0400 0.0901 0.1031 0.13